Computed, not measured: 21 unconnected molecules or ions with the total composition C126H105N21O42 in a non-equilibrium geometry, with ωB97M-V with the def2-TZVPD basis set.

The geometry in XYZ format:
```
294
Properties=species:S:1:pos:R:3:forces:R:3:mulliken_charge:R:1
C 2.0648 0.3178 8.5428 1.69 -0.68 -0.25 -0.36
C 3.3015 0.3195 7.7978 -2.68 -1.39 -1.17 -0.77
C 3.2586 -0.2855 6.4973 1.78 1.44 2.55 -0.39
C 2.1115 -0.8732 6.0733 -0.55 -0.83 -1.72 -0.24
C 0.9617 -0.9214 6.8074 -1.28 -0.47 2.17 -0.02
C 0.9355 -0.3919 8.1165 1.52 0.79 -1.23 -0.89
N 2.0508 -1.4273 4.6698 -1.87 1.39 -2.56 0.78
O 0.9650 -1.9375 4.2561 2.69 0.54 1.63 -0.17
O 2.9331 -1.0919 3.8613 -0.72 -1.04 1.75 -0.41
H 2.0550 0.7468 9.5339 0.05 0.15 0.06 0.44
H 4.2574 0.6468 8.1792 -0.24 0.40 0.11 0.46
H 4.1976 -0.2535 5.9647 -0.28 -0.29 -0.51 0.46
H 0.0720 -1.4617 6.5194 0.15 0.01 -0.61 0.59
H 0.0937 -0.4802 8.7872 -0.20 -0.02 -0.30 0.50
C -1.5310 7.4994 -4.9342 1.88 0.72 -0.75 -1.11
C -2.6253 7.2742 -4.1705 -2.35 -0.65 1.06 -0.65
C -2.7638 6.1343 -3.3882 1.34 -1.45 0.25 -0.64
C -1.7194 5.2087 -3.4180 0.08 1.50 -0.73 -0.53
C -0.5353 5.5459 -4.0735 1.47 -0.23 -0.16 1.38
C -0.3842 6.6991 -4.8513 -1.96 -0.34 0.94 -0.42
N -1.8617 3.9348 -2.7058 2.65 0.38 -0.31 1.26
O -0.7894 3.2770 -2.6191 -2.72 0.48 0.29 -0.35
O -2.9560 3.6802 -2.2626 0.48 -0.84 0.24 -0.63
H -1.4278 8.3868 -5.5410 -0.40 0.18 -0.07 0.47
H -3.5075 7.8970 -4.1637 0.22 0.54 -0.25 0.48
H -3.5182 5.8416 -2.6729 -0.76 0.65 -0.44 0.59
H 0.3467 4.9464 -3.9030 -0.06 -0.44 -0.15 -0.50
H 0.5084 7.0578 -5.3422 0.28 -0.55 0.06 0.72
C 5.5370 1.5592 0.0951 -2.08 -2.04 1.97 -0.23
C 6.4916 2.3377 -0.3806 2.54 2.77 -0.27 -0.72
C 7.4612 2.9378 0.4803 -1.20 -0.29 1.53 -0.72
C 7.3763 2.6084 1.8664 0.95 -0.63 -1.48 0.36
C 6.5815 1.5448 2.2819 -2.09 0.41 -0.03 -0.58
C 5.5286 1.1280 1.4409 1.33 0.30 -0.81 -0.88
N 8.2554 3.2815 2.9096 -0.15 0.18 -1.98 0.94
O 9.4481 3.3882 2.6169 -1.40 0.04 1.03 -0.57
O 7.6536 3.7581 3.8604 0.99 -0.48 -0.27 -0.53
H 4.7518 1.2454 -0.5769 -0.15 -0.21 0.07 0.78
H 6.3693 2.6257 -1.4143 0.65 0.23 -0.13 0.52
H 8.1018 3.7506 0.1717 0.16 -0.18 -0.19 0.47
H 6.5977 1.1864 3.3006 0.15 0.12 0.14 0.42
H 4.7590 0.4183 1.7063 0.14 0.02 0.54 0.75
C 4.2223 -4.6140 3.4645 0.93 0.27 0.44 -0.38
C 5.2596 -5.5097 3.2535 0.56 -2.67 -0.55 -0.51
C 5.1003 -6.9348 3.3497 -2.36 1.61 0.26 -0.50
C 3.7643 -7.4179 3.6954 1.22 1.60 -0.49 0.09
C 2.7931 -6.5048 4.0731 0.30 1.74 -0.84 -0.43
C 3.0500 -5.0876 3.9222 -1.68 -2.44 1.05 0.13
N 3.4474 -8.8733 3.7424 4.40 1.12 0.40 0.98
O 2.6036 -9.2725 4.4343 -4.59 -0.46 2.01 -0.56
O 4.3200 -9.6079 3.3467 1.11 -0.41 -1.86 -0.62
H 4.3098 -3.5376 3.4683 0.51 0.07 -0.45 0.39
H 6.2454 -5.2184 2.9222 0.03 0.42 0.13 0.41
H 5.9560 -7.5674 3.1655 -0.30 -0.23 -0.05 0.46
H 1.7948 -6.7664 4.3913 0.08 -0.47 0.05 0.49
H 2.3031 -4.3848 4.2606 -0.26 -0.09 -0.18 -0.01
C 0.0844 0.4825 -10.8730 -0.09 0.53 0.81 -0.47
C -0.1599 -0.7812 -10.3357 -0.11 0.66 -0.20 -0.53
C -0.4438 -0.9707 -8.9818 -0.28 1.15 -0.68 -0.58
C -0.4392 0.1894 -8.1717 -0.28 -1.42 -0.20 0.42
C -0.1186 1.4550 -8.6676 0.02 -0.47 -0.44 -0.07
C 0.1197 1.6209 -10.0521 0.23 -1.21 0.80 -0.83
N -0.8333 0.0351 -6.6900 1.15 1.44 -2.93 0.85
O -0.6891 1.0370 -6.0572 0.17 1.53 1.48 -0.32
O -1.2414 -0.9897 -6.2748 -0.71 -2.26 0.43 -0.46
H 0.2172 0.5677 -11.9414 0.17 0.10 -0.04 0.39
H -0.1814 -1.5692 -11.0740 -0.07 -0.47 0.38 0.38
H -0.7929 -1.9588 -8.7209 0.19 0.12 0.76 0.48
H -0.0454 2.2725 -7.9656 -0.05 0.13 -0.14 0.28
H 0.4409 2.5726 -10.4490 -0.25 0.13 0.07 0.45
C -6.1269 -4.8313 -2.3667 -4.86 -3.51 2.07 -0.14
C -4.8884 -4.4574 -2.4103 5.49 1.49 0.39 -0.87
C -4.5248 -3.2812 -3.0343 -1.12 1.11 -0.66 -0.25
C -5.5671 -2.5994 -3.6465 0.17 -0.44 -0.14 0.17
C -6.8947 -3.0560 -3.5971 -0.52 0.92 0.19 -0.65
C -7.2116 -4.1473 -2.8054 0.26 1.81 -2.07 -0.80
N -5.2206 -1.4273 -4.4691 1.05 0.76 0.87 1.01
O -4.2097 -0.7489 -4.2059 -1.20 -1.24 -0.06 -0.37
O -5.9767 -1.1869 -5.3645 -0.59 0.43 -0.97 -0.61
H -6.4930 -5.7324 -1.8972 1.00 -0.55 0.51 0.40
H -4.0842 -4.9481 -1.8822 -0.23 -0.61 -0.09 0.58
H -3.5449 -2.8314 -3.0962 0.19 -0.31 0.19 0.68
H -7.7147 -2.5528 -4.0877 0.30 0.44 -0.20 0.47
H -8.2356 -4.4640 -2.6736 0.11 -0.12 0.00 0.43
C -0.6423 -4.6348 5.0629 -1.15 -0.27 1.17 0.26
C -0.4257 -5.3342 6.2533 0.12 -0.37 0.32 -0.43
C -1.4409 -5.8117 7.0835 -1.07 -0.16 -0.50 -0.55
C -2.7653 -5.6185 6.6827 0.34 -0.34 -1.23 -0.10
C -3.0227 -5.0095 5.4180 0.23 0.68 1.10 -0.41
C -1.9775 -4.4602 4.6344 0.66 0.02 1.90 -0.68
N -3.9353 -6.1795 7.4953 -1.27 -0.08 0.26 0.96
O -5.0264 -6.2373 6.9521 0.61 0.48 -1.08 -0.57
O -3.8492 -6.5536 8.6560 1.88 0.49 -0.48 -0.61
H 0.1971 -4.0986 4.6453 -0.19 -0.17 -0.51 0.01
H 0.5708 -5.5368 6.6169 0.29 0.22 -0.16 0.55
H -1.2368 -6.3816 7.9779 0.12 0.16 0.13 0.49
H -4.0540 -4.7585 5.2185 -0.07 -0.16 -0.36 0.60
H -2.1247 -3.6547 3.9302 -0.60 -0.44 -0.56 0.46
C 1.0929 8.3731 0.3594 -1.51 1.39 -0.13 -0.79
C 0.9924 9.7229 -0.1606 1.85 -2.68 -1.48 -0.92
C 1.4798 9.8734 -1.4681 -0.21 1.22 0.21 -0.32
C 1.8015 8.8025 -2.2756 0.55 1.11 1.64 -0.33
C 1.6976 7.5592 -1.7365 0.56 -2.72 -1.82 1.08
C 1.3840 7.2325 -0.4469 -0.68 2.91 1.15 -0.96
N 2.3480 9.0393 -3.6096 -2.72 0.59 -1.54 0.95
O 2.9116 8.1475 -4.1974 0.75 -0.20 0.45 -0.53
O 1.9303 10.0616 -4.1737 1.05 -0.54 0.83 -0.59
H 0.7189 8.3213 1.3712 0.25 -0.65 0.30 0.46
H 0.7373 10.6489 0.3333 -0.13 -0.46 0.67 0.46
H 1.6496 10.8715 -1.8439 -0.24 0.10 -0.20 0.46
H 1.8469 6.7333 -2.4162 0.28 -0.16 -0.17 -0.12
H 1.2994 6.2066 -0.1204 0.13 0.11 0.16 1.08
C -3.0733 3.5283 -6.0775 2.10 1.14 -2.11 -0.19
C -3.1032 4.5381 -7.0904 -1.85 -1.71 0.90 -0.84
C -4.3741 4.9298 -7.4412 -2.44 1.72 0.90 -0.22
C -5.5111 4.7204 -6.6076 1.97 -2.42 1.56 -0.26
C -5.3112 3.8155 -5.4368 -2.67 2.76 -1.82 -0.36
C -4.1398 3.1928 -5.2609 2.08 -0.24 -0.39 -0.56
N -6.8733 5.0532 -7.0833 -1.82 -2.31 0.19 0.89
O -7.0145 5.3928 -8.2419 0.67 0.78 0.30 -0.55
O -7.8581 4.6904 -6.3966 2.08 1.09 -0.27 -0.57
H -2.1345 2.9947 -6.0940 0.14 -0.25 0.87 0.40
H -2.3631 4.9034 -7.7870 0.78 -0.62 0.49 0.53
H -4.5133 5.5649 -8.3036 -0.13 -0.03 -0.19 0.40
H -6.0565 3.6459 -4.6737 -0.59 0.11 -0.46 0.48
H -3.9675 2.4626 -4.4840 -0.25 -0.06 0.05 0.85
C -5.6780 0.9266 10.1276 0.47 0.98 -2.22 -0.65
C -6.4164 0.7651 8.9342 -0.13 -0.32 1.77 -0.39
C -5.9002 1.0570 7.6746 -2.19 -1.01 0.35 -0.50
C -4.6263 1.4668 7.5504 0.91 0.33 0.13 -0.02
C -3.8411 1.6094 8.6973 0.69 0.88 -1.63 -0.13
C -4.3850 1.4198 9.9216 -0.19 -0.79 1.75 -0.53
N -4.0818 1.7815 6.2295 1.99 0.32 -1.67 1.04
O -2.8525 2.0959 6.2293 -2.84 -0.68 -0.43 -0.24
O -4.7738 1.7077 5.1903 1.19 0.23 2.67 -0.60
H -6.0202 0.8365 11.1480 -0.42 -0.37 -0.22 0.42
H -7.4203 0.3773 9.0247 -0.16 0.07 -0.23 0.36
H -6.5836 0.8749 6.8584 0.34 0.24 -0.38 0.45
H -2.8368 1.9879 8.5774 0.03 -0.09 0.08 0.51
H -3.7694 1.5770 10.7950 0.17 0.15 0.03 0.36
C -5.1413 -8.4071 1.8692 -0.07 -0.68 1.27 -0.57
C -3.7860 -8.5984 2.0387 0.57 0.64 -0.13 -0.75
C -2.8939 -7.5018 2.0691 1.54 -4.83 0.01 0.08
C -3.3187 -6.2728 1.8828 -2.81 1.44 -0.06 -0.60
C -4.7033 -6.0548 1.9342 -1.22 -0.40 -0.38 -0.40
C -5.6675 -7.1460 1.9408 2.16 3.00 -0.30 -0.97
N -2.3952 -5.2154 1.5788 1.27 1.49 -0.28 1.58
O -2.9113 -4.1490 1.1697 1.78 -1.95 0.84 -0.22
O -1.1601 -5.4608 1.7114 -2.97 1.13 -0.56 -0.64
H -5.7748 -9.2739 1.9858 -0.22 -0.09 -0.49 0.43
H -3.4626 -9.6243 2.1353 0.48 0.11 0.04 0.47
H -1.8391 -7.7147 2.1611 0.11 0.05 -0.04 0.60
H -4.9601 -5.0060 1.9566 -0.65 0.00 -0.13 0.49
H -6.7276 -6.9415 1.9705 0.05 0.07 0.02 0.53
C 2.7485 3.4117 -3.2630 0.93 0.78 -0.43 -0.60
C 3.3083 4.6968 -3.5421 -1.34 -2.10 1.38 -0.96
C 3.2799 5.1965 -4.8250 0.70 0.54 -0.75 -0.64
C 2.7763 4.3883 -5.8192 -0.27 -2.50 0.80 -0.26
C 2.2956 3.1061 -5.5201 -1.42 0.87 -2.46 0.09
C 2.1803 2.6475 -4.2746 1.34 -0.55 2.29 -0.76
N 2.7244 4.7505 -7.2118 -2.04 0.84 -0.37 0.97
O 2.0373 4.0832 -7.9810 0.73 -0.36 0.24 -0.58
O 3.1452 5.8390 -7.4927 1.12 0.89 -0.48 -0.62
H 2.9296 2.9512 -2.3030 -0.38 0.30 0.37 0.73
H 3.6449 5.1633 -2.6281 0.55 0.74 -0.46 0.95
H 3.7275 6.1292 -5.1349 -0.11 0.17 0.33 0.59
H 1.7907 2.5002 -6.2580 0.48 0.15 -0.58 0.48
H 1.8971 1.6182 -4.1107 -0.43 0.07 0.18 0.61
C 3.4444 -2.8803 -0.2969 1.04 1.12 -0.71 -0.84
C 3.9164 -3.2619 -1.5545 0.38 -0.64 -0.33 -0.56
C 5.2536 -3.0521 -2.0130 -1.46 -0.55 -0.37 -0.68
C 6.0882 -2.3468 -1.2566 0.02 1.59 4.56 0.02
C 5.5938 -1.8145 0.0447 0.89 -0.83 -1.89 -0.90
C 4.3230 -2.1154 0.4934 1.04 -0.10 -0.63 -0.06
N 7.5057 -2.1482 -1.6156 -0.04 1.67 -1.26 0.99
O 8.0474 -2.9502 -2.3604 -0.42 0.13 0.83 -0.60
O 7.9882 -1.0590 -1.2935 -0.20 -1.23 0.21 -0.54
H 2.4365 -2.8801 0.0911 -0.32 -0.83 -0.49 0.68
H 3.3754 -3.8445 -2.2854 -0.77 0.20 0.29 0.77
H 5.6065 -3.3829 -2.9787 -0.27 -0.36 -0.07 0.55
H 6.1943 -1.1523 0.6507 0.41 -0.26 -0.21 0.81
H 4.0536 -1.7383 1.4689 -0.36 0.00 0.03 0.37
C 0.1444 -6.2497 -2.3645 -0.31 1.06 0.88 -0.61
C -0.1279 -6.9048 -3.5092 0.84 -1.10 -2.76 0.19
C 0.9222 -7.3449 -4.3247 1.55 0.46 0.99 -0.88
C 2.2479 -7.0165 -3.8895 -2.27 -0.92 -0.09 -0.43
C 2.5332 -6.3499 -2.7443 -0.75 0.26 1.06 -0.41
C 1.4502 -5.9745 -1.9884 -0.04 0.70 1.08 -1.01
N 3.3566 -7.2933 -4.6944 1.49 0.39 -4.22 1.09
O 3.1371 -7.5534 -5.8859 -0.43 -0.59 0.75 -0.62
O 4.4840 -7.0559 -4.3290 0.32 -0.31 1.18 -0.64
H -0.7864 -5.9222 -1.9256 0.47 0.47 1.09 0.63
H -1.1432 -6.9406 -3.8754 -0.15 -0.44 0.06 0.66
H 0.8323 -7.9174 -5.2360 -0.24 0.21 -0.06 0.55
H 3.5224 -6.0952 -2.3937 0.07 -0.17 -0.40 0.87
H 1.7336 -5.3838 -1.1298 -0.64 0.03 0.40 0.58
C 4.8456 10.9574 2.4123 -1.09 -0.84 3.32 -0.58
C 4.1158 9.8617 2.9182 0.00 -1.69 -2.50 -0.96
C 4.0919 8.6363 2.1401 0.35 1.69 -0.01 0.00
C 4.8976 8.5259 0.9791 0.40 2.13 0.00 -0.14
C 5.6930 9.6451 0.5796 -0.10 0.11 1.48 -0.59
C 5.6910 10.8244 1.3865 0.84 -1.62 -2.42 -0.39
N 4.9420 7.2864 0.1554 0.37 -0.85 -0.24 1.06
O 4.3839 6.2856 0.5907 -0.03 0.83 0.12 -0.35
O 5.5857 7.2759 -0.8896 -0.57 0.66 0.88 -0.63
H 4.9225 11.8497 3.0159 -0.27 0.18 0.05 0.38
H 3.5215 9.8807 3.8197 -0.04 0.27 -0.04 0.47
H 3.3603 7.8759 2.3699 0.33 -0.30 0.23 0.89
H 6.4128 9.6627 -0.2254 -0.24 -0.64 -0.22 0.48
H 6.4186 11.6117 1.2554 -0.05 0.02 -0.67 0.39
C -2.8374 1.7859 0.7534 0.98 0.73 -0.98 -0.33
C -2.6147 1.8752 2.1296 -0.55 -1.42 -0.33 -0.94
C -2.9718 0.8073 2.9148 -2.08 -2.03 -0.32 -0.09
C -3.7481 -0.2688 2.3088 0.57 1.69 -0.57 -0.38
C -3.9688 -0.2848 0.8865 0.99 -0.03 1.22 -0.80
C -3.3647 0.6876 0.0378 -0.97 -0.30 3.25 -0.54
N -4.3016 -1.3496 3.2346 1.56 0.12 -1.43 1.15
O -3.7902 -1.3791 4.3482 -1.02 -0.25 -0.51 -0.56
O -5.0521 -2.1931 2.7496 0.42 0.93 0.82 -0.66
H -2.4453 2.6782 0.2883 -0.12 -0.11 -0.96 0.43
H -2.1308 2.7127 2.6099 -0.02 0.20 -0.30 0.53
H -2.8281 0.8338 3.9849 0.13 -0.20 -0.10 0.67
H -4.5224 -1.0841 0.4163 -0.05 -0.23 0.26 0.57
H -3.4636 0.4862 -1.0186 0.23 0.79 -0.12 0.81
C -2.5921 -6.3012 -7.2704 -0.21 1.23 1.40 -0.68
C -1.3222 -6.5899 -7.6814 -0.32 -1.49 -1.36 -0.37
C -0.2343 -5.8593 -7.2986 1.65 1.18 1.21 -0.76
C -0.3792 -4.8229 -6.3555 -0.37 0.32 -1.94 0.31
C -1.6571 -4.4190 -6.0512 0.30 0.54 0.95 -0.27
C -2.7066 -5.2071 -6.4288 -1.75 -0.27 -0.19 -0.57
N 0.7351 -3.9473 -5.8832 0.82 -1.50 0.68 1.18
O 0.5247 -3.3736 -4.8412 -0.57 0.71 0.35 -0.45
O 1.8406 -3.9928 -6.3915 -0.61 -0.17 -0.83 -0.67
H -3.5121 -6.8000 -7.5371 0.31 -0.42 -0.26 0.49
H -1.2651 -7.4249 -8.3639 0.69 -0.01 -0.21 0.40
H 0.7641 -6.0118 -7.6810 0.06 -0.42 -0.04 0.53
H -1.8365 -3.4835 -5.5423 0.09 -0.08 0.34 0.43
H -3.7069 -4.9750 -6.0943 -0.08 0.42 0.06 0.46
C -1.8334 5.5521 3.3536 -1.84 1.11 0.78 -0.80
C -3.0665 6.1671 3.6962 0.95 -0.38 0.60 -0.65
C -3.6213 5.9843 4.9757 -0.67 0.27 -1.99 -0.64
C -2.9788 5.2577 5.9259 0.81 0.46 -1.06 0.00
C -1.6816 4.7819 5.6376 0.38 -0.42 0.18 -0.10
C -1.1162 4.9157 4.3631 -1.18 -0.08 -0.47 -0.66
N -3.7225 5.0324 7.1651 2.36 -2.13 0.51 1.10
O -4.9396 5.0864 7.1910 1.07 0.26 0.40 -0.61
O -2.9425 4.6041 8.0417 -2.12 0.87 -0.04 -0.58
H -1.5489 5.5858 2.3123 0.48 0.02 0.04 0.74
H -3.5825 6.8317 3.0191 -0.11 -0.32 -0.31 0.41
H -4.6533 6.2686 5.1190 0.06 0.37 0.29 0.42
H -1.0812 4.2089 6.3287 -0.37 0.04 0.42 0.64
H -0.2195 4.4093 4.0376 0.32 -0.10 0.63 0.70
C 4.8254 6.6243 5.3788 -0.89 -1.27 -0.44 -0.61
C 4.5259 5.7029 4.3391 0.63 2.20 1.45 -0.47
C 3.8533 4.5672 4.6390 -0.88 -0.97 0.95 -0.41
C 3.1801 4.4623 5.8956 1.17 0.07 -0.20 0.10
C 3.3223 5.4335 6.9154 1.79 0.57 -1.16 -0.50
C 4.3096 6.4482 6.6848 -0.93 0.02 -1.92 -0.80
N 2.3947 3.2322 6.1594 -1.70 0.74 0.93 1.09
O 1.8156 3.2196 7.2818 1.17 -0.66 -2.39 -0.61
O 2.2479 2.4154 5.2529 0.33 0.77 1.53 -0.32
H 5.4413 7.4324 5.0127 0.11 0.43 0.80 0.45
H 4.8215 6.0053 3.3453 0.33 -0.66 -0.18 0.61
H 3.9465 3.7804 3.9051 -0.90 -0.35 0.13 0.63
H 2.7945 5.4691 7.8570 -0.12 -0.56 -0.15 0.51
H 4.5196 7.2625 7.3625 -0.15 -0.32 0.53 0.36
C -0.7484 -1.7297 -1.0939 1.08 0.47 0.97 -0.72
C -0.5400 -1.9573 0.2860 -1.16 -0.27 -2.28 -0.65
C -0.2167 -0.9446 1.1635 1.50 -0.46 0.19 -0.39
C 0.1894 0.3409 0.6883 -1.25 -0.73 -1.88 -0.31
C 0.0102 0.5757 -0.6946 -0.33 -1.10 0.54 -0.27
C -0.4257 -0.4885 -1.5462 0.59 2.05 0.00 -0.94
N 0.6345 1.4258 1.5886 2.18 1.50 -2.62 1.00
O 0.3536 1.2952 2.7326 -0.12 0.35 1.39 -0.33
O 1.3542 2.3953 1.0968 -2.44 -2.91 1.32 -0.47
H -1.0026 -2.5106 -1.7954 -0.12 -0.17 0.13 0.76
H -0.7118 -3.0076 0.4699 0.07 0.12 1.43 0.62
H -0.0395 -1.3828 2.1346 0.07 1.04 0.64 0.39
H 0.0655 1.5444 -1.1689 0.49 0.17 0.32 0.54
H -0.4337 -0.2406 -2.5974 -0.35 -0.05 -0.19 0.81
C -0.7795 -11.1303 -2.4925 1.25 1.58 0.05 -0.70
C -0.4195 -10.0512 -1.6102 -3.52 -0.85 -0.31 -0.81
C -1.4579 -9.0853 -1.3190 3.27 -0.13 -0.04 0.15
C -2.6412 -9.0255 -2.0088 0.56 -1.86 -1.94 -0.13
C -2.8206 -10.0035 -3.0039 -0.27 0.02 -1.22 -0.49
C -1.8770 -11.0016 -3.3392 -1.06 1.03 2.12 -0.54
N -3.4410 -7.8026 -1.9980 1.17 1.47 2.49 0.73
O -2.9546 -6.9084 -1.2887 0.03 -0.44 -0.29 0.02
O -4.4710 -7.6292 -2.5702 -0.95 -1.15 -1.26 -0.64
H -0.1231 -11.9724 -2.6550 0.34 0.09 0.07 0.39
H 0.5180 -10.0064 -1.0758 -0.06 -0.11 0.01 0.53
H -1.1216 -8.2628 -0.7052 -0.42 0.04 0.27 0.59
H -3.6769 -9.9560 -3.6603 -0.28 0.28 0.10 0.44
H -2.0862 -11.6886 -4.1458 0.01 -0.06 0.10 0.47
```
Positions in Å, forces in eV/Å.

Output
HOMO level	-0.339	Ha
orbital gap	7.9974	eV
net charge	0
DFT total energy	-249583.8099	eV
energy relative to the best compared isomer or geometry (same formula, charge and spin)	156.62	kcal/mol